Here is C5H12BBr4Na6O3 as an isolated structure from OMol25. Energies are from ωB97M-V/def2-TZVPD.

Values from the calculation:
**E_LUMO**: -12.64 eV
**Highest occupied orbital energy**: -16.6017 eV
**ΔE to the lowest compared entry with this formula, charge and spin**: 86.12 kcal per mole
**Charge**: +3

Atoms and positions in Å:
Na -2.54995 -2.52279 -2.17406
Na 0.89511 -3.29458 -2.43162
Na -1.34508 0.48987 -0.62702
Na -1.56323 -4.95446 -0.48735
Na 0.01058 -3.83565 2.40806
Na -1.76450 -1.30138 2.91314
C 0.03938 -2.15052 -0.12978
O -0.30657 -1.66693 -1.19877
O -0.09142 -1.54927 0.94958
O 0.44899 -3.29742 -0.04227
B -2.85461 0.72172 1.61945
H -2.44591 -0.24836 1.38249
H -2.77740 1.40956 0.79171
H -3.87644 0.57620 1.93400
H -2.34674 1.15892 2.46513
Br 1.86241 0.66854 4.68088
C 1.08199 1.06027 2.85394
C 1.51432 2.39187 2.38689
Br 0.87635 2.72045 0.60122
H 0.01477 1.14764 3.05770
H 1.47020 0.30648 2.16897
H 2.59965 2.36354 2.48368
H 1.14414 3.11697 3.11167
Br 2.96899 -0.69965 -4.35977
C 1.56578 0.14951 -3.23261
C 1.04670 1.53937 -3.90195
Br -0.66254 1.98674 -3.01528
H 1.90408 0.39046 -2.22484
H 0.73637 -0.55737 -3.21053
H 0.73665 1.44812 -4.94294
H 1.66806 2.43200 -3.82972